This record from the OMol25 dataset describes C38H45CuN5SSb as an isolated structure. The level of theory is wB97M-V/def2-TZVPD.

## Properties
orbital gap = 0.264 hartree

Last column: Löwdin charge in e.
Cartesian coordinates (Å):
Sb (0.364, 0.701, -2.918)  1.218
Cu (-0.050, 0.665, 2.107)  0.217
S (-0.047, 1.417, -0.835)  0.097
N (-4.009, 2.027, 2.794)  -0.161
N (0.904, -1.205, 1.965)  0.034
N (-2.124, 2.604, 4.078)  -0.164
N (1.798, 1.407, 2.002)  -0.030
N (-1.891, 1.299, 2.158)  0.100
C (-4.633, 1.144, 1.829)  -0.061
C (0.977, -3.418, 3.083)  -0.163
C (-0.534, -3.009, 1.210)  -0.167
C (1.953, 4.629, -5.343)  -0.087
C (1.918, -2.962, 4.190)  -0.202
C (0.467, -2.557, 2.088)  -0.159
C (-2.645, 1.956, 2.967)  -0.420
C (3.980, -1.462, -2.054)  -0.072
C (2.851, -2.862, -3.662)  -0.078
C (-2.494, 1.025, -3.639)  -0.142
C (1.113, 2.304, -4.069)  -0.344
C (-0.958, -4.331, 1.288)  -0.055
C (3.885, 2.244, 1.632)  -0.114
C (1.813, -1.940, -3.745)  -0.120
C (3.934, -2.621, -2.820)  -0.078
C (2.946, -0.535, -2.129)  -0.130
C (2.278, 2.948, -3.645)  -0.117
C (-1.660, -1.003, -4.648)  -0.115
C (-1.430, 0.158, -3.909)  -0.355
C (-1.102, -2.109, 0.129)  -0.201
C (0.788, 3.995, -5.760)  -0.087
C (3.970, 0.851, 1.526)  -0.081
C (1.866, -0.770, -2.985)  -0.361
C (-2.939, -1.294, -5.114)  -0.080
C (2.162, -0.964, 1.777)  -0.084
C (-3.766, 0.738, -4.122)  -0.079
C (2.699, 4.105, -4.290)  -0.080
C (-3.990, -0.426, -4.852)  -0.083
C (-0.441, -2.355, -1.230)  -0.093
C (-0.428, -5.206, 2.227)  -0.089
C (-2.644, 2.194, 5.386)  -0.051
C (2.533, 2.526, 1.926)  -0.184
C (-0.687, 2.880, 4.080)  -0.075
C (0.523, -4.738, 3.119)  -0.059
C (2.673, 0.370, 1.761)  -0.345
C (0.362, 2.834, -5.121)  -0.121
C (3.328, -3.552, 4.090)  -0.096
C (-4.811, 3.172, 3.201)  -0.056
H (-4.584, 1.420, -3.919)  0.104
H (-0.084, 2.010, 4.365)  0.077
H (2.854, -1.791, 1.605)  0.132
H (3.288, -4.635, 3.943)  0.068
H (-2.369, 1.044, 1.300)  0.040
H (-0.765, -6.235, 2.275)  0.097
H (-4.192, 3.897, 3.713)  0.084
H (4.685, 2.967, 1.521)  0.078
H (4.815, -1.281, -1.385)  0.106
H (-2.181, -2.276, 0.053)  0.112
H (0.913, -5.402, 3.886)  0.111
H (-0.494, 3.685, 4.790)  0.089
H (0.980, -2.147, -4.401)  0.076
H (-2.140, 1.288, 5.747)  0.094
H (2.079, 3.507, 2.063)  0.095
H (-5.672, 0.984, 2.116)  0.089
H (-5.624, 2.868, 3.865)  0.086
H (3.604, 4.605, -3.963)  0.106
H (-0.918, -1.757, -2.016)  0.036
H (-2.333, 1.913, -3.035)  0.086
H (-0.504, -3.409, -1.515)  0.083
H (4.737, -3.348, -2.751)  0.105
H (1.978, -1.877, 4.218)  0.099
H (-4.988, -0.659, -5.210)  0.105
H (-0.544, 2.338, -5.455)  0.091
H (-4.620, 1.558, 0.812)  0.096
H (-3.109, -2.199, -5.685)  0.105
H (0.208, 4.405, -6.579)  0.103
H (-3.713, 1.995, 5.331)  0.076
H (2.858, 2.560, -2.811)  0.098
H (-5.253, 3.649, 2.321)  0.088
H (-4.133, 0.176, 1.818)  0.091
H (-0.857, -1.684, -4.887)  0.077
H (3.884, -3.125, 3.253)  0.061
H (3.898, -3.357, 5.001)  0.071
H (-0.945, -1.065, 0.391)  0.030
H (0.619, -2.083, -1.183)  0.064
H (-1.722, -4.676, 0.596)  0.111
H (4.849, 0.249, 1.318)  0.091
H (1.480, -3.269, 5.142)  0.110
H (-2.478, 2.990, 6.114)  0.087
H (2.810, -3.772, -4.250)  0.104
H (2.964, 0.341, -1.484)  0.084
H (2.280, 5.536, -5.838)  0.102
H (-0.365, 3.193, 3.090)  0.075

Atoms 1-3, force components in eV/Å:
Sb 0.0 0.2 0.0
Cu -0.2 0.1 0.0
S 0.0 0.1 0.0

---

This record from the OMol25 dataset describes C38H45N2O2OsS2Se as an isolated structure at a distorted geometry. The level of theory is wB97M-V/def2-TZVPD.

## Properties
orbital gap (spin up / spin down) = 0.253 / 0.253 hartree
net charge = -1
energy relative to the best compared isomer or geometry (same formula, charge and spin) = 13.3 kcal per mole

Last column: Löwdin charge in e.
Cartesian coordinates (Å):
Os (0.293, 1.683, 2.341)  0.870
Se (-0.027, 2.376, 0.003)  1.103
S (-0.175, 1.187, 4.568)  0.716
S (0.166, 3.792, 2.936)  0.664
O (1.339, 0.163, 1.388)  -0.286
O (-1.247, 0.362, 2.058)  -0.347
N (0.268, 2.684, 7.948)  0.159
N (0.782, 6.108, 5.759)  0.149
C (3.619, -0.388, -4.523)  -0.051
C (3.260, -3.356, -0.409)  -0.077
C (1.264, 0.998, -2.181)  -0.061
C (5.093, 2.167, 3.507)  -0.114
C (-2.972, -0.513, 0.699)  -0.076
C (1.413, -1.553, -4.706)  -0.048
C (-3.322, -1.554, 1.769)  -0.529
C (-3.672, -0.441, -0.494)  0.016
C (2.345, 1.987, 2.849)  -0.346
C (-2.361, 1.354, -1.315)  -0.065
C (2.964, 1.050, 3.680)  -0.162
C (2.328, -1.094, -1.843)  0.017
C (-4.244, 0.440, -2.798)  -0.560
C (4.305, 1.142, 4.013)  -0.105
C (2.118, -0.275, -4.230)  -0.560
C (1.098, 1.077, -0.802)  -0.391
C (-5.717, 0.700, -2.461)  -0.051
C (0.610, 5.078, 5.275)  -0.272
C (-3.407, 0.467, -1.520)  -0.178
C (1.522, 0.084, 0.087)  -0.342
C (2.175, -1.064, -0.471)  -0.068
C (-4.497, -2.435, 1.348)  -0.079
C (1.591, -2.772, 1.306)  -0.038
C (-4.114, -0.935, -3.467)  -0.048
C (1.563, 0.903, -5.031)  -0.071
C (0.217, 2.670, 5.371)  -0.687
C (0.377, 3.812, 4.647)  -0.679
C (-2.120, -2.481, 2.015)  -0.037
C (4.510, 3.093, 2.658)  -0.105
C (-3.787, 1.503, -3.798)  -0.071
C (3.157, 3.005, 2.344)  -0.147
C (0.240, 2.685, 6.798)  -0.267
C (-3.711, -0.837, 3.072)  -0.036
C (3.831, -1.633, 1.288)  -0.029
C (-1.638, 1.318, -0.132)  -0.364
C (1.895, -0.098, -2.728)  -0.181
C (2.702, -2.193, 0.415)  -0.528
C (-1.904, 0.404, 0.904)  -0.342
H (-3.073, -1.141, -3.724)  0.085
H (0.487, 1.016, -4.884)  0.079
H (2.729, 3.756, 1.687)  0.075
H (-2.083, 2.081, -2.067)  0.093
H (1.565, -1.697, -5.780)  0.080
H (-3.954, -1.572, 3.844)  0.083
H (6.140, 2.238, 3.771)  0.090
H (4.142, 0.514, -4.202)  0.089
H (-4.407, 1.451, -4.695)  0.082
H (-1.248, -1.923, 2.341)  0.067
H (2.810, -1.962, -2.273)  0.089
H (-2.373, -3.215, 2.784)  0.084
H (2.048, 1.841, -4.755)  0.086
H (2.009, -3.572, 1.924)  0.084
H (-2.750, 1.350, -4.100)  0.079
H (-3.879, 2.510, -3.386)  0.086
H (3.490, -0.776, 1.868)  0.062
H (-4.698, -3.150, 2.149)  0.082
H (-5.409, -1.857, 1.183)  0.083
H (0.340, -1.495, -4.516)  0.085
H (1.163, -2.018, 1.953)  0.068
H (-4.459, -1.735, -2.812)  0.076
H (-4.709, -0.970, -4.384)  0.080
H (4.063, -1.236, -3.999)  0.076
H (1.794, -2.436, -4.191)  0.076
H (4.181, -2.402, 1.983)  0.085
H (-1.860, -3.019, 1.100)  0.086
H (-4.590, -0.208, 2.911)  0.089
H (-4.278, -3.004, 0.442)  0.083
H (1.738, 0.736, -6.096)  0.081
H (-5.837, 1.679, -1.992)  0.089
H (2.395, 0.209, 4.054)  0.076
H (-6.326, 0.675, -3.369)  0.080
H (4.113, -3.057, -1.022)  0.080
H (0.881, 1.801, -2.798)  0.096
H (-6.107, -0.050, -1.771)  0.076
H (4.675, -1.317, 0.671)  0.091
H (-2.899, -0.213, 3.434)  0.061
H (3.606, -4.135, 0.274)  0.082
H (3.789, -0.525, -5.594)  0.079
H (2.501, -3.795, -1.060)  0.085
H (-4.481, -1.144, -0.645)  0.090
H (4.743, 0.396, 4.666)  0.098
H (0.789, -3.197, 0.698)  0.085
H (5.100, 3.900, 2.239)  0.093

Atoms 1-3, force components in eV/Å:
Os 0.3 -0.2 0.9
Se -0.1 0.2 -0.2
S 0.4 0.2 0.2

---

This record from the OMol25 dataset describes C38H46CaN4OPS2Si2 as an isolated structure. The level of theory is wB97M-V/def2-TZVPD.

## Properties
orbital gap = 0.251 hartree
net charge = -1
energy relative to the best compared isomer or geometry (same formula, charge and spin) = 2.5 kcal per mole

Last column: Löwdin charge in e.
Cartesian coordinates (Å):
Ca (1.061, 0.136, 1.839)  0.990
S (3.370, 1.058, 2.928)  0.469
S (2.782, -1.636, 0.707)  0.458
P (0.244, -0.918, -2.791)  1.110
Si (-0.548, -1.515, 4.249)  0.405
Si (-1.034, 1.588, 4.588)  0.411
O (0.838, 2.090, 0.507)  -0.304
N (-1.234, -0.580, 1.205)  -0.016
N (0.214, -3.365, -0.970)  0.094
N (6.041, 2.416, 0.840)  0.140
N (5.465, -0.548, -1.542)  0.162
C (-1.631, 1.009, -3.544)  -0.114
C (0.239, -3.673, -2.321)  -0.325
C (-1.524, -1.779, 5.846)  -0.188
C (3.464, 0.908, -5.534)  -0.092
C (3.762, 0.414, -4.271)  -0.076
C (0.163, -5.351, -4.065)  -0.099
C (0.889, 4.345, -0.012)  -0.143
C (-1.963, -0.720, 0.092)  -0.168
C (-0.828, 3.166, 3.569)  -0.169
C (4.823, -0.450, -0.589)  -0.308
C (4.203, 0.684, 1.435)  -0.795
C (-2.993, 0.755, 2.116)  -0.042
C (3.983, -0.359, 0.576)  -0.783
C (-2.893, 1.485, -3.859)  -0.086
C (-3.693, 0.657, 0.938)  -0.073
C (1.733, 3.215, 0.551)  -0.198
C (-0.948, 0.123, 3.486)  -0.424
C (1.437, -0.167, -3.951)  -0.378
C (2.158, 0.866, -6.006)  -0.094
C (0.065, 3.647, -1.112)  -0.140
C (-1.387, -0.363, -3.421)  -0.370
C (0.254, -3.040, -4.652)  -0.096
C (0.171, 2.153, -0.763)  -0.187
C (5.236, 1.629, 1.087)  -0.322
C (-1.748, 0.094, 2.279)  -0.426
C (-2.605, 1.801, 5.625)  -0.181
C (1.148, 0.329, -5.220)  -0.110
C (-3.187, -0.123, -0.108)  -0.080
C (-2.450, -1.241, -3.617)  -0.090
C (-3.719, -0.764, -3.925)  -0.096
C (0.258, -2.671, -3.306)  -0.317
C (2.749, -0.112, -3.483)  -0.096
C (0.204, -4.363, -5.047)  -0.104
C (-0.987, -2.959, 3.121)  -0.180
C (0.182, -5.014, -2.728)  -0.044
C (-3.946, 0.598, -4.047)  -0.104
C (1.269, -1.749, 4.691)  -0.186
C (0.388, 1.565, 5.820)  -0.179
H (-3.711, -0.252, -1.045)  0.084
H (1.352, 1.486, 5.310)  0.010
H (0.772, 1.611, -1.499)  0.091
H (0.485, 3.836, -2.100)  0.108
H (-3.402, 1.306, 2.952)  0.084
H (-3.491, 2.008, 5.019)  0.012
H (4.770, 0.441, -3.878)  0.085
H (1.495, 5.166, -0.393)  0.113
H (0.725, -2.536, -0.690)  -0.027
H (-0.820, 1.714, -3.397)  0.095
H (2.606, 3.006, -0.077)  0.132
H (1.924, 1.252, -6.991)  0.096
H (-1.330, -2.772, 6.263)  0.024
H (-2.809, 0.902, 6.210)  0.014
H (-1.516, -1.336, -0.680)  0.060
H (0.176, 3.195, 3.136)  0.015
H (-0.372, -2.971, 2.218)  0.009
H (-1.263, -1.042, 6.610)  0.012
H (0.234, 4.731, 0.770)  0.107
H (0.315, 0.733, 6.525)  0.019
H (-4.648, 1.160, 0.834)  0.101
H (0.395, 2.490, 6.404)  0.030
H (-2.032, -2.930, 2.804)  0.032
H (-0.814, -3.896, 3.659)  0.029
H (0.165, -5.791, -1.972)  0.106
H (-3.056, 2.552, -3.953)  0.101
H (-2.484, 2.637, 6.322)  0.024
H (4.249, 1.330, -6.150)  0.097
H (-0.970, 3.987, -1.116)  0.107
H (1.654, -0.953, 5.330)  0.016
H (0.127, -6.397, -4.346)  0.098
H (2.067, 3.337, 1.577)  0.091
H (0.202, -4.624, -6.097)  0.093
H (1.393, -2.698, 5.224)  0.032
H (0.289, -2.260, -5.404)  0.100
H (-4.532, -1.465, -4.070)  0.101
H (1.929, -1.800, 3.818)  -0.005
H (-0.789, 1.649, -0.658)  0.106
H (-0.949, 4.060, 4.187)  0.030
H (-4.935, 0.968, -4.287)  0.097
H (0.133, 0.298, -5.600)  0.099
H (0.443, -4.142, -0.369)  0.090
H (-2.288, -2.308, -3.525)  0.105
H (2.985, -0.483, -2.491)  0.070
H (-1.547, 3.220, 2.747)  0.025
H (-2.597, -1.692, 5.653)  0.029

Atoms 1-3, force components in eV/Å:
Ca -0.2 -0.1 0.0
S 0.1 -0.1 0.0
S 0.1 0.0 0.0

---

Total energy, respectively: -4027.69332, -5023.62861, -4164.48250 hartree.